Formula: C14H13N3O3
Source: the Open Molecules 2025 dataset
Level of theory: ωB97M-V/def2-TZVPD

Results
**SMILES string**: COc1ccccc1C(=O)O/N=C(\N)c1ccccn1
**Kohn-Sham gap**: 7.063 eV
**Lowest unoccupied orbital energy**: -1.260 eV
**Energy**: -930.78475 a.u.
**Relative energy (zero: lowest compared OMol25 entry of this formula, charge and spin)**: 1410.3 kJ/mol
**Max |F|**: 16.5 eV Å⁻¹

Structure (ORCA input):
```
! wB97M-V def2-TZVPD RIJCOSX def2/J DEFGRID3
* xyz 0 1
O 1.81 2.86 1.96
H 0.04 2.49 -1.04
H -3.65 1.03 1.34
C 2.56 0.09 1.70
C 1.16 2.08 1.44
C 1.17 2.62 -1.28
N -3.67 -0.92 -0.14
C 3.28 -1.01 1.66
H 3.96 -2.22 -0.14
C -4.06 -1.94 -0.56
H 1.74 3.26 -0.63
C -1.37 -1.59 -0.71
C 2.07 0.97 0.78
H 3.70 -1.73 2.32
N -0.65 0.94 0.65
O 0.01 1.91 1.28
C 2.18 0.70 -0.52
H 2.40 0.13 2.76
H -1.24 -3.29 -2.19
C -3.29 -2.71 -1.42
O 1.76 1.32 -1.63
C 3.47 -1.26 0.18
C 2.86 -0.26 -0.93
C -1.80 0.47 0.68
H -5.27 -1.83 -0.53
H 1.23 3.26 -2.42
H -2.58 2.22 1.92
H -0.29 -1.36 -0.55
H 3.16 -0.71 -2.00
N -2.75 1.41 1.14
C -1.80 -2.67 -1.26
C -2.29 -0.60 0.05
H -3.84 -3.66 -1.89
*
```